[1]
A 12-piece molecular cluster, C48H96O28 overall at a distorted geometry. Source: the OMol25 dataset; level of theory: ωB97M-V/def2-TZVPD.

Last column: Mulliken charge in e.
Element x y z (Å)
C -5.673 -0.671 -7.655  -1.247
C -5.346 -0.494 -6.145  0.095
O -4.123 -1.095 -5.775  -0.310
C -3.794 -1.338 -4.428  0.792
O -4.570 -1.425 -3.495  -0.575
O -2.493 -1.663 -4.366  -0.197
C -1.963 -2.408 -3.239  0.101
H -4.916 -0.132 -8.225  0.305
H -6.633 -0.201 -7.869  0.382
H -5.611 -1.705 -7.995  0.331
H -6.236 -0.747 -5.569  0.312
H -5.134 0.563 -5.984  0.005
H -2.225 -1.915 -2.303  -0.082
H -0.882 -2.322 -3.130  -0.325
H -2.234 -3.457 -3.118  0.392
C 4.402 5.931 -6.855  -1.309
C 4.639 4.557 -6.285  0.116
O 4.389 4.624 -4.871  -0.302
C 3.139 4.700 -4.428  0.869
O 2.138 4.757 -5.118  -0.605
O 3.112 4.643 -3.081  -0.348
C 1.939 4.815 -2.225  -0.434
H 4.563 5.858 -7.930  0.398
H 5.164 6.620 -6.490  0.304
H 3.383 6.274 -6.677  0.335
H 5.674 4.216 -6.329  0.337
H 4.020 3.853 -6.840  0.067
H 1.358 3.900 -2.339  -0.014
H 1.438 5.740 -2.510  0.360
H 2.343 5.039 -1.237  0.246
C -8.973 0.483 2.239  -1.083
C -8.488 -0.955 1.847  -0.121
O -7.631 -1.044 0.737  -0.374
C -6.314 -0.570 0.866  0.610
O -5.889 -0.071 1.918  -0.568
O -5.661 -0.800 -0.300  -0.285
C -4.248 -0.517 -0.388  0.076
H -9.631 0.508 3.107  0.377
H -9.396 0.953 1.351  0.297
H -8.119 1.091 2.538  0.271
H -9.368 -1.593 1.758  0.329
H -7.820 -1.321 2.626  0.211
H -3.723 -0.778 0.531  -0.090
H -4.073 0.544 -0.569  0.476
H -3.839 -1.115 -1.202  -0.241
C 1.630 -2.093 1.914  -0.692
C 0.258 -1.524 2.015  3.058
O 0.067 -0.266 1.316  -0.361
C -0.287 -0.296 0.009  0.418
O -0.417 -1.278 -0.756  -0.144
O -0.273 0.984 -0.481  -0.627
C -0.587 1.218 -1.838  0.892
H 2.310 -1.506 2.532  -0.200
H 2.062 -2.141 0.914  0.207
H 1.756 -2.998 2.509  -0.093
H 0.057 -1.223 3.043  -0.175
H -0.506 -2.272 1.802  -1.827
H -0.403 2.271 -2.053  -1.303
H -1.643 1.100 -2.080  0.267
H 0.064 0.581 -2.437  0.486
C -1.004 -2.830 8.676  -1.535
C -1.376 -3.036 7.201  0.251
O -0.800 -4.217 6.801  -0.336
C -0.435 -4.362 5.578  0.505
O -0.297 -3.507 4.742  -0.034
O -0.202 -5.734 5.373  -0.480
C 0.253 -6.147 4.089  -0.421
H -1.314 -1.821 8.946  0.412
H 0.078 -2.889 8.793  0.323
H -1.534 -3.541 9.310  0.346
H -1.132 -2.181 6.571  -0.045
H -2.454 -3.161 7.105  0.461
H 0.797 -7.089 4.160  0.383
H 1.000 -5.496 3.635  0.125
H -0.619 -6.234 3.440  0.196
C -4.053 -1.350 5.636  -1.667
C -3.194 -1.426 4.309  1.147
O -2.634 -0.131 3.913  -0.016
C -1.656 0.577 4.519  0.643
O -1.100 0.185 5.557  -0.676
O -1.320 1.514 3.797  -0.239
C -0.208 2.283 4.229  -0.751
H -3.384 -1.301 6.495  0.316
H -4.531 -2.329 5.668  0.501
H -4.876 -0.636 5.593  0.349
H -3.819 -1.658 3.447  0.023
H -2.473 -2.233 4.438  -0.500
H -0.240 3.142 3.558  0.351
H 0.798 1.875 4.133  0.156
H -0.285 2.773 5.200  0.411
C -3.012 -3.415 1.724  -0.655
C -2.317 -4.735 1.955  -0.731
O -0.973 -4.671 1.343  -0.132
C -0.750 -4.700 -0.004  0.641
O -1.559 -5.104 -0.836  -0.639
O 0.548 -4.273 -0.253  -0.128
C 1.051 -4.233 -1.554  -0.561
H -2.560 -2.448 1.943  -0.285
H -3.880 -3.404 2.385  0.774
H -3.422 -3.379 0.715  0.375
H -2.969 -5.509 1.550  0.308
H -2.113 -4.866 3.017  0.333
H 0.729 -3.339 -2.088  -0.003
H 0.904 -5.143 -2.137  0.364
H 2.122 -4.030 -1.547  0.287
C 7.734 2.038 -3.811  -1.303
C 6.520 1.386 -4.400  -0.238
O 5.325 1.646 -3.723  0.069
C 4.986 1.042 -2.570  0.232
O 5.805 0.402 -1.824  -0.660
O 3.666 1.227 -2.358  0.078
C 3.114 0.821 -1.126  -0.269
H 7.440 3.008 -3.411  0.298
H 8.650 2.068 -4.400  0.370
H 8.080 1.454 -2.958  0.339
H 6.724 0.318 -4.317  0.362
H 6.452 1.776 -5.415  0.363
H 3.665 1.339 -0.341  0.142
H 3.130 -0.247 -0.906  0.405
H 2.075 1.134 -1.221  -0.275
C 0.478 0.960 -5.625  0.196
C 1.256 1.640 -6.694  -0.752
C 2.700 1.176 -6.330  0.183
O 2.504 -0.129 -5.790  -0.451
C 1.109 -0.438 -5.736  -0.171
H -0.609 0.894 -5.678  0.512
H 0.787 1.337 -4.651  -0.356
H 1.139 2.723 -6.736  0.263
H 0.896 1.414 -7.698  0.417
H 3.163 1.830 -5.591  -0.335
H 3.285 1.101 -7.246  0.331
H 0.854 -0.977 -4.824  -0.190
H 0.811 -1.073 -6.570  0.339
C -3.717 4.008 -3.160  -0.897
C -2.191 4.134 -3.420  -0.026
C -2.119 3.292 -4.673  -0.326
O -2.931 2.129 -4.397  -0.034
C -4.143 2.630 -3.833  -0.436
H -4.186 4.903 -3.568  0.278
H -3.872 3.992 -2.081  0.332
H -1.547 3.823 -2.598  0.037
H -1.864 5.110 -3.781  0.399
H -1.104 2.990 -4.934  -0.208
H -2.416 3.907 -5.522  0.366
H -4.535 1.982 -3.049  0.232
H -4.933 2.695 -4.581  0.385
C 4.006 1.689 2.842  1.561
C 3.637 2.964 3.523  -0.645
C 4.339 2.826 4.903  -0.343
O 5.426 1.949 4.625  -0.478
C 5.391 1.380 3.297  -0.508
H 4.019 1.766 1.754  -0.460
H 3.390 0.825 3.089  -0.740
H 2.557 3.097 3.585  0.174
H 4.030 3.730 2.855  0.410
H 3.670 2.331 5.607  0.135
H 4.707 3.765 5.317  0.364
H 5.532 0.303 3.386  0.267
H 6.168 1.818 2.670  0.360
C 4.723 -1.102 6.147  -0.709
C 3.277 -1.066 5.690  0.868
C 2.771 -2.416 6.010  0.393
O 3.516 -2.737 7.172  -0.464
C 4.730 -1.998 7.348  -0.529
H 5.126 -0.102 6.309  0.283
H 5.374 -1.618 5.442  0.307
H 3.332 -0.737 4.652  -0.651
H 2.743 -0.291 6.240  0.131
H 2.860 -3.144 5.203  0.140
H 1.700 -2.389 6.210  -0.395
H 5.595 -2.660 7.378  0.296
H 4.628 -1.332 8.205  0.296

Calculated values
Energy above the lowest of the compared OMol25 structures with the same formula, charge and spin (kJ/mol): 453.9
SMILES: CCOC(=O)OC.CCOC(=O)OC.CCOC(=O)OC.CCOC(=O)OC.CCOC(=O)OC.CCOC(=O)OC.CCOC(=O)OC.CCOC(=O)OC.C1CCOC1.C1CCOC1.C1CCOC1.C1CCOC1
Orbital gap (eV): 9.77
HOMO energy (eV): -9.41

[2]
C44H37N7O2STi as an isolated structure. Source: the OMol25 dataset; level of theory: ωB97M-V/def2-TZVPD.

Last column: Mulliken spin population.
Element x y z (Å)
Ti -0.086 0.602 -0.039  0.929
N -6.610 8.494 1.496  -0.001
C -5.841 7.642 1.331  0.000
C -4.905 6.602 1.130  -0.001
C -5.012 5.361 1.803  0.000
C -4.100 4.360 1.619  0.000
C -2.989 4.460 0.705  0.004
C -2.910 5.735 0.044  -0.001
C -3.808 6.748 0.256  0.000
C -2.092 3.397 0.455  0.004
C -1.864 2.419 1.529  0.023
C -2.036 2.626 2.899  0.002
C -1.805 1.399 3.568  0.002
C -1.465 0.488 2.598  0.030
N -1.462 1.095 1.355  -0.030
C -1.461 3.270 -0.857  -0.015
C -1.641 4.019 -2.032  0.007
C -0.825 3.450 -3.039  -0.002
C -0.193 2.372 -2.469  0.017
N -0.576 2.248 -1.152  -0.044
H -5.850 5.194 2.471  0.000
H -4.251 3.428 2.146  0.000
H -2.061 5.932 -0.592  0.000
H -3.658 7.698 -0.246  0.000
H -2.311 3.562 3.360  0.000
H -1.891 1.208 4.629  0.001
H -1.247 -0.566 2.688  0.000
H -2.314 4.846 -2.179  -0.001
H -0.708 3.803 -4.055  0.000
H 0.563 1.721 -2.889  -0.003
C 1.138 -0.776 -8.312  0.000
C 1.070 -1.237 -6.883  0.000
C 0.747 -0.366 -5.858  0.000
C 0.680 -0.784 -4.532  -0.004
C 0.934 -2.106 -4.214  -0.003
C 1.277 -2.992 -5.238  0.000
C 1.343 -2.562 -6.547  0.000
S 0.991 -2.973 -2.644  -0.003
O 2.394 -3.166 -2.372  0.000
O 0.212 -4.175 -2.823  0.000
N 0.356 -2.030 -1.437  -0.007
C 0.821 -2.330 -0.144  0.013
C 1.362 -3.570 0.226  -0.019
C 1.845 -3.720 1.504  0.014
C 1.777 -2.666 2.407  -0.007
C 1.173 -1.503 1.986  0.051
N 0.682 -1.350 0.750  -0.093
H 0.845 0.270 -8.401  0.000
H 0.475 -1.369 -8.946  0.000
H 2.150 -0.879 -8.708  0.000
H 0.540 0.676 -6.073  0.000
H 0.448 -0.034 -3.800  0.006
H 1.487 -4.027 -5.002  0.000
H 1.608 -3.271 -7.323  0.000
H 1.399 -4.388 -0.477  0.000
H 2.275 -4.669 1.800  0.001
H 2.166 -2.745 3.412  0.000
H 1.055 -0.648 2.639  0.011
N 6.870 2.898 1.505  0.178
C 5.785 2.569 1.249  -0.021
C 4.477 2.164 0.937  0.309
C 3.330 2.713 1.598  0.019
C 2.084 2.270 1.286  0.129
N 1.844 1.297 0.348  0.241
C 2.936 0.791 -0.311  0.167
C 4.215 1.170 -0.056  0.010
H 3.446 3.484 2.347  0.005
H 1.205 2.678 1.775  0.026
H 2.733 0.036 -1.065  0.009
H 5.025 0.721 -0.614  0.003
C -2.373 -2.311 -0.222  0.010
C -2.150 -1.502 -1.501  0.014
C -2.498 -2.418 -2.691  -0.002
C -0.705 -0.964 -1.529  0.013
C -3.047 -0.256 -1.552  -0.001
C -3.791 0.180 -0.460  0.000
C -4.542 1.349 -0.523  0.000
C -4.570 2.102 -1.683  0.001
C -3.833 1.681 -2.781  0.000
C -3.084 0.517 -2.715  0.004
H -1.747 -3.209 -0.236  0.001
H -3.414 -2.634 -0.148  0.000
H -2.129 -1.734 0.674  0.005
H -1.929 -3.349 -2.648  0.001
H -2.286 -1.937 -3.648  0.000
H -3.563 -2.663 -2.671  0.000
H -0.537 -0.413 -2.438  -0.001
H -3.755 -0.357 0.477  -0.002
H -5.067 1.695 0.360  0.000
H -5.111 3.039 -1.711  0.000
H -3.802 2.286 -3.678  0.000
H -2.492 0.232 -3.576  -0.001

Calculated values
⟨S²⟩: 2.02
Multiplicity: 3
Energy above the lowest of the compared OMol25 structures with the same formula, charge and spin (kJ/mol): 18.1
Orbital gap (spin up / spin down) (eV): 3.39 / 3.39
Net charge: -2
HOMO energy (spin up / spin down) (eV): 0.07 / 0.07

[3]
C13H15PSe2Tc as an isolated structure at a distorted geometry. Source: the OMol25 dataset; level of theory: ωB97M-V/def2-TZVPD.

Last column: Mulliken spin population.
Element x y z (Å)
Tc 0.427 0.006 -2.576  1.887
C -0.116 0.009 -6.148  -0.023
H 0.945 0.197 -6.364  0.000
H -0.412 -0.965 -6.558  0.000
H -0.717 0.803 -6.626  0.001
H -0.308 0.050 -5.042  0.019
H -1.110 0.109 -2.814  -0.065
Se -0.144 -2.031 -1.564  0.758
P 0.138 0.131 -0.275  -0.114
Se 0.348 2.213 -1.558  0.549
C -1.302 0.325 0.833  0.005
C -1.198 0.396 2.241  -0.014
C -2.336 0.561 3.033  0.003
C -3.585 0.692 2.410  -0.010
C -3.710 0.678 1.007  0.009
C -2.565 0.475 0.222  -0.015
C 1.498 -0.215 0.864  0.012
C 1.418 -1.377 1.668  -0.001
C 2.460 -1.672 2.550  0.004
C 3.585 -0.832 2.585  -0.005
C 3.681 0.303 1.759  0.003
C 2.641 0.602 0.871  -0.019
H -0.215 0.302 2.716  -0.001
H -2.236 0.537 4.128  -0.001
H -4.467 0.795 3.034  0.000
H -4.694 0.792 0.543  0.000
H -2.637 0.416 -0.873  0.018
H 0.572 -2.063 1.556  -0.002
H 2.407 -2.569 3.181  0.000
H 4.401 -1.047 3.266  0.000
H 4.562 0.948 1.773  0.000
H 2.670 1.429 0.159  0.002

Calculated values
⟨S²⟩: 3.83
Multiplicity: 4
Energy above the lowest of the compared OMol25 structures with the same formula, charge and spin (kJ/mol): 0.0
Orbital gap (spin up / spin down) (eV): 5.34 / 5.01
Net charge: +2
HOMO energy (spin up / spin down) (eV): -15.89 / -15.89

Q: Which E_tot values were calculated for the entries above? A: -108657.759 -94705.960 -155884.019, in eV.